a.
2 unconnected molecules or ions with the total composition H2N2O2S. Source: the OMol25 dataset; level of theory: ωB97M-V with the def2-TZVPD basis set.

```
7
H2N2O2S, DFT ωB97M-V with the def2-TZVPD basis set
N 1.203 -0.165 -0.283
N 0.282 -0.590 0.333
O 0.943 2.838 -0.648
O 1.584 3.246 1.684
S 1.895 2.656 0.416
H 1.109 -0.204 -1.319
H -0.661 -0.875 -0.191
```

Charge   0
Kohn-Sham gap   8.678 eV

Atom charges from the Löwdin analysis, given in e for atoms 1 to 6: atom 1 (N): -0.080, atom 2 (N): -0.047, atom 3 (O): -0.457, atom 4 (O): -0.429, atom 5 (S): 0.841, atom 6 (H): 0.069



b.
H2N2O2S in the gas phase. Source: the OMol25 dataset; level of theory: ωB97M-V with the def2-TZVPD basis set.

```
7
H2N2O2S, DFT ωB97M-V with the def2-TZVPD basis set
O -2.492 0.575 0.480
N -1.708 -0.155 -0.043
O -1.885 -1.241 -0.410
N -0.265 0.458 -0.274
S 1.068 -0.547 -0.268
H -0.126 1.476 -0.226
H 1.194 -0.753 1.085
```

SMILES string   O=[N+]([O-])NS
Charge   0
Kohn-Sham gap   10.669 eV

Atom charges from the Löwdin analysis, given in e for atoms 1 to 6: atom 1 (O): 0.081, atom 2 (N): -0.457, atom 3 (O): 0.102, atom 4 (N): -0.419, atom 5 (S): 0.739, atom 6 (H): 0.084



According to the calculations, the structures order from most to least stable as a, b.



a.
2 unconnected molecules or ions with the total composition H4O2. Source: the OMol25 dataset; level of theory: ωB97M-V with the def2-TZVPD basis set.

```
6
H4O2, DFT ωB97M-V with the def2-TZVPD basis set
O -1.502 -0.607 0.145
H -0.652 -0.175 0.423
H -1.378 -1.506 0.317
O 0.924 0.520 -0.112
H 1.234 1.373 0.247
H 1.374 0.395 -1.019
```

SMILES string   O.O
Charge   0
Kohn-Sham gap   11.275 eV

Electronic structure analysis, Löwdin charges in units of e: atom 1 (O): -0.074, atom 2 (H): 0.008, atom 3 (H): -0.013, atom 4 (O): -0.091, atom 5 (H): 0.061, atom 6 (H): 0.108



b.
2 unconnected molecules or ions with the total composition H4O2. Source: the OMol25 dataset; level of theory: ωB97M-V with the def2-TZVPD basis set.

```
6
H4O2, DFT ωB97M-V with the def2-TZVPD basis set
O -1.451 0.275 0.781
H -2.155 0.275 1.372
H -0.768 -0.102 1.421
O 1.458 -0.242 -1.001
H 1.577 0.609 -0.528
H 1.292 -1.044 -0.500
```

SMILES string   O.O
Charge   0
Kohn-Sham gap   11.973 eV

Electronic structure analysis, Löwdin charges in units of e: atom 1 (O): -0.058, atom 2 (H): -0.016, atom 3 (H): 0.073, atom 4 (O): -0.076, atom 5 (H): 0.051, atom 6 (H): 0.026



According to the calculations, the structures order from most to least stable as a, b.



a.
2 unconnected molecules or ions with the total composition H4O2. Source: the OMol25 dataset; level of theory: ωB97M-V with the def2-TZVPD basis set.

```
6
H4O2, DFT ωB97M-V with the def2-TZVPD basis set
O 1.262 0.433 0.980
H 1.986 0.751 0.431
H 0.555 0.185 0.352
O -0.913 -0.542 -0.449
H -1.584 -1.162 -0.753
H -1.305 0.335 -0.562
```

SMILES string   O.O
Charge   0
Kohn-Sham gap   11.523 eV

Electronic structure analysis, Löwdin charges in units of e: atom 1 (O): -0.077, atom 2 (H): 0.028, atom 3 (H): -0.020, atom 4 (O): -0.049, atom 5 (H): 0.058, atom 6 (H): 0.059



b.
2 unconnected molecules or ions with the total composition H4O2. Source: the OMol25 dataset; level of theory: ωB97M-V with the def2-TZVPD basis set.

```
6
H4O2, DFT ωB97M-V with the def2-TZVPD basis set
O 1.146 -0.496 -1.890
H 0.865 -0.085 -1.040
H 0.889 -1.442 -1.805
O -0.601 0.521 1.519
H -0.919 1.422 1.288
H -1.380 0.080 1.928
```

SMILES string   O.O
Charge   0
Kohn-Sham gap   11.973 eV

Electronic structure analysis, Löwdin charges in units of e: atom 1 (O): -0.091, atom 2 (H): 0.032, atom 3 (H): 0.047, atom 4 (O): -0.088, atom 5 (H): 0.050, atom 6 (H): 0.049



c.
2 unconnected molecules or ions with the total composition H4O2. Source: the OMol25 dataset; level of theory: ωB97M-V with the def2-TZVPD basis set.

```
6
H4O2, DFT ωB97M-V with the def2-TZVPD basis set
O -15.491 16.088 -20.340
H -14.681 15.583 -20.266
H -15.523 16.609 -19.538
O -16.065 18.124 -18.271
H -16.994 18.358 -18.272
H -15.615 18.935 -18.033
```

SMILES string   O.O
Charge   0
Kohn-Sham gap   11.679 eV

Electronic structure analysis, Löwdin charges in units of e: atom 1 (O): -0.063, atom 2 (H): 0.026, atom 3 (H): -0.021, atom 4 (O): -0.036, atom 5 (H): 0.048, atom 6 (H): 0.046



According to the calculations, the structures order from most to least stable as c, a, b.



a.
2 unconnected molecules or ions with the total composition H4O2. Source: the OMol25 dataset; level of theory: ωB97M-V with the def2-TZVPD basis set.

```
6
H4O2, DFT ωB97M-V with the def2-TZVPD basis set
O -2.413 -0.077 -0.088
H -2.299 0.902 -0.116
H -1.442 -0.416 -0.143
O 2.251 0.035 -0.200
H 1.412 -0.444 -0.173
H 2.491 0.000 0.719
```

SMILES string   O.O
Charge   0
Kohn-Sham gap   12.064 eV

Electronic structure analysis, Löwdin charges in units of e: atom 1 (O): -0.113, atom 2 (H): 0.043, atom 3 (H): 0.070, atom 4 (O): -0.049, atom 5 (H): 0.026, atom 6 (H): 0.023



b.
2 unconnected molecules or ions with the total composition H4O2. Source: the OMol25 dataset; level of theory: ωB97M-V with the def2-TZVPD basis set.

```
6
H4O2, DFT ωB97M-V with the def2-TZVPD basis set
O -0.593 1.567 -0.420
H -0.968 1.953 0.399
H -0.620 0.585 -0.168
O 0.557 -1.418 0.354
H 0.402 -2.250 -0.167
H 1.470 -1.481 0.464
```

SMILES string   O.O
Charge   0
Kohn-Sham gap   11.779 eV

Electronic structure analysis, Löwdin charges in units of e: atom 1 (O): -0.111, atom 2 (H): 0.037, atom 3 (H): 0.040, atom 4 (O): -0.040, atom 5 (H): 0.075, atom 6 (H): 0.000



c.
2 unconnected molecules or ions with the total composition H4O2. Source: the OMol25 dataset; level of theory: ωB97M-V with the def2-TZVPD basis set.

```
6
H4O2, DFT ωB97M-V with the def2-TZVPD basis set
O -0.298 -1.550 -0.817
H 0.436 -2.060 -1.170
H 0.037 -0.710 -0.476
O -0.147 1.145 0.657
H -0.341 1.292 1.546
H 0.313 1.884 0.260
```

SMILES string   O.O
Charge   0
Kohn-Sham gap   11.728 eV

Electronic structure analysis, Löwdin charges in units of e: atom 1 (O): -0.069, atom 2 (H): 0.028, atom 3 (H): -0.007, atom 4 (O): -0.011, atom 5 (H): 0.011, atom 6 (H): 0.048



According to the calculations, the structures order from most to least stable as c, b, a.



a.
2 unconnected molecules or ions with the total composition H4O2. Source: the OMol25 dataset; level of theory: ωB97M-V with the def2-TZVPD basis set.

```
6
H4O2, DFT ωB97M-V with the def2-TZVPD basis set
O 0.367 0.876 1.162
H 1.365 1.039 1.139
H 0.011 0.740 0.311
O -0.433 -0.520 -1.014
H -1.297 -0.955 -1.139
H -0.013 -1.180 -0.458
```

SMILES string   O.O
Charge   0
Kohn-Sham gap   11.821 eV

Electronic structure analysis, Löwdin charges in units of e: atom 1 (O): -0.085, atom 2 (H): 0.080, atom 3 (H): -0.051, atom 4 (O): -0.057, atom 5 (H): 0.067, atom 6 (H): 0.047



b.
2 unconnected molecules or ions with the total composition H4O2. Source: the OMol25 dataset; level of theory: ωB97M-V with the def2-TZVPD basis set.

```
6
H4O2, DFT ωB97M-V with the def2-TZVPD basis set
O 0.261 -0.532 -1.546
H 0.042 -0.304 -0.622
H 1.213 -0.412 -1.606
O -0.257 0.130 1.149
H -1.153 0.296 0.823
H -0.105 0.821 1.803
```

SMILES string   O.O
Charge   0
Kohn-Sham gap   11.576 eV

Electronic structure analysis, Löwdin charges in units of e: atom 1 (O): -0.078, atom 2 (H): -0.020, atom 3 (H): 0.030, atom 4 (O): -0.050, atom 5 (H): 0.060, atom 6 (H): 0.058



According to the calculations, the structures order from most to least stable as b, a.



a.
A molecular structure, CN2O3S. Source: the OMol25 dataset; level of theory: ωB97M-V with the def2-TZVPD basis set.

```
7
CN2O3S, DFT ωB97M-V with the def2-TZVPD basis set
C 1.279 0.016 -0.207
N -1.948 -0.006 -1.093
N 0.293 0.066 0.616
O -2.082 0.599 -0.168
O 0.534 -1.127 1.033
O -0.633 0.836 0.854
S 2.558 -0.384 -1.034
```

Charge   0
Kohn-Sham gap (alpha / beta)   7.733 / 6.731 eV

Atom charges from the Löwdin analysis, given in e for atoms 1 to 6: atom 1 (C): -0.572, atom 2 (N): 0.201, atom 3 (N): -0.435, atom 4 (O): 0.030, atom 5 (O): -0.026, atom 6 (O): 0.005



b.
2 unconnected molecules or ions with the total composition CN2O3S. Source: the OMol25 dataset; level of theory: ωB97M-V with the def2-TZVPD basis set.

```
7
CN2O3S, DFT ωB97M-V with the def2-TZVPD basis set
C 0.015 1.844 -0.722
N -0.970 2.514 -0.767
N 0.961 1.047 -0.476
O -1.061 -3.032 1.002
O 1.680 0.250 -1.036
O -0.320 -0.733 0.566
S -0.305 -1.891 1.433
```

Charge   0
Kohn-Sham gap (alpha / beta)   7.930 / 7.905 eV

Atom charges from the Löwdin analysis, given in e for atoms 1 to 6: atom 1 (C): -0.291, atom 2 (N): 0.201, atom 3 (N): -0.058, atom 4 (O): -0.417, atom 5 (O): 0.088, atom 6 (O): -0.449



c.
A molecular structure, CN2O3S. Source: the OMol25 dataset; level of theory: ωB97M-V with the def2-TZVPD basis set.

```
7
CN2O3S, DFT ωB97M-V with the def2-TZVPD basis set
C -1.757 -0.037 -0.028
N -2.483 -0.744 0.482
N 1.780 -0.028 0.021
O 1.199 -0.979 -0.405
O 2.798 0.268 0.563
O -1.002 0.713 -0.723
S 0.269 1.600 -0.035
```

Charge   0
Kohn-Sham gap   8.748 eV

Atom charges from the Löwdin analysis, given in e for atoms 1 to 6: atom 1 (C): -0.485, atom 2 (N): 0.181, atom 3 (N): -0.425, atom 4 (O): 0.090, atom 5 (O): 0.106, atom 6 (O): -0.417



d.
CN2O3S in the gas phase. Source: the OMol25 dataset; level of theory: ωB97M-V with the def2-TZVPD basis set.

```
7
CN2O3S, DFT ωB97M-V with the def2-TZVPD basis set
C 0.528 -0.062 1.799
N 1.137 0.822 2.212
N -0.580 0.289 -1.321
O 0.104 1.043 -1.905
O 0.478 -0.777 -0.539
O -1.685 0.096 -1.032
S 0.018 -1.411 0.787
```

Charge   0
Kohn-Sham gap (alpha / beta)   9.160 / 9.161 eV

Atom charges from the Löwdin analysis, given in e for atoms 1 to 6: atom 1 (C): -0.512, atom 2 (N): 0.095, atom 3 (N): -0.336, atom 4 (O): 0.192, atom 5 (O): -0.530, atom 6 (O): 0.164



According to the calculations, the structures order from most to least stable as b, d, c, a.